Entry 1:
# C32H88Cl4N12O12P4S2

A structure of composition C32H88Cl4N12O12P4S2 at a distorted geometry (wB97M-V/def2-TZVPD, the Open Molecules 2025 dataset).

The max |F| is 0.0769 Eh/bohr. The calculation puts the HOMO energy at -8.347 eV. For the HOMO-LUMO gap, the calculation gives 8.704 eV.

Geometry as ORCA input:
```
! RIJCOSX wB97M-V def2-TZVPD def2/J DEFGRID3
* xyz 0 1
C -4.396 2.444 -2.441
C -4.960 2.101 -3.761
O -5.535 3.455 -4.178
S -4.673 4.606 -3.505
O -5.608 5.373 -2.700
O -3.826 5.255 -4.435
O -3.767 3.667 -2.555
H -3.671 1.697 -2.114
H -5.217 2.420 -1.665
H -5.796 1.430 -3.725
H -4.255 1.639 -4.430
C 0.169 1.869 0.479
C 1.245 1.476 -0.472
O 0.676 0.694 -1.564
S -0.584 -0.092 -0.941
O -0.325 -1.495 -0.724
O -1.666 0.274 -1.802
O -0.645 0.632 0.493
H -0.482 2.688 0.104
H 0.513 2.053 1.548
H 1.960 0.888 0.000
H 1.690 2.391 -0.847
Cl -2.328 3.562 3.063
C -3.088 3.342 1.425
C -3.311 4.557 0.595
Cl -1.846 5.275 -0.046
H -4.038 2.864 1.672
H -2.463 2.637 0.850
H -3.628 5.304 1.316
H -3.949 4.387 -0.215
Cl 1.977 -3.940 -4.327
C 0.636 -3.720 -3.168
C 0.726 -4.759 -2.040
Cl -0.104 -6.307 -2.321
H -0.280 -4.001 -3.682
H 0.544 -2.722 -2.822
H 0.264 -4.254 -1.201
H 1.742 -4.952 -1.641
O 3.455 1.125 1.922
P 3.806 2.532 2.240
N 4.730 2.570 3.586
C 5.585 1.469 3.860
C 5.066 3.835 4.367
N 2.620 3.670 2.639
C 1.952 3.466 3.882
C 1.818 4.374 1.603
N 4.480 3.205 0.848
C 5.167 2.399 -0.216
C 4.951 4.619 0.954
H 6.665 1.723 3.789
H 5.307 0.641 3.230
H 5.416 1.197 4.892
H 5.992 4.234 4.075
H 5.151 3.474 5.398
H 4.260 4.481 4.332
H 1.158 2.713 3.872
H 2.640 3.128 4.631
H 1.503 4.423 4.255
H 1.983 5.495 1.662
H 2.178 4.051 0.599
H 0.761 4.183 1.770
H 4.662 2.648 -1.165
H 6.226 2.654 -0.344
H 5.188 1.362 -0.025
H 5.099 4.961 -0.024
H 5.897 4.752 1.522
H 4.205 5.210 1.434
O -6.470 -3.390 0.121
P -5.767 -4.660 0.465
N -6.647 -6.046 -0.061
C -7.656 -5.775 -0.996
C -6.504 -7.382 0.395
N -5.437 -5.052 2.062
C -6.275 -5.657 3.089
C -4.090 -4.835 2.579
N -4.420 -4.620 -0.525
C -3.597 -3.455 -0.793
C -3.654 -5.839 -0.666
H -7.883 -4.735 -0.897
H -8.566 -6.376 -0.770
H -7.288 -5.965 -1.982
H -5.729 -7.515 1.122
H -6.265 -8.031 -0.430
H -7.467 -7.646 0.788
H -7.102 -6.270 2.649
H -5.570 -6.264 3.725
H -6.769 -4.952 3.734
H -3.323 -4.627 1.811
H -4.053 -4.016 3.294
H -3.756 -5.752 3.111
H -4.066 -2.538 -0.514
H -2.663 -3.540 -0.157
H -3.228 -3.509 -1.818
H -2.842 -5.929 0.040
H -3.266 -5.906 -1.633
H -4.172 -6.709 -0.508
O 1.886 -3.242 5.285
P 1.628 -2.667 3.926
N 2.786 -2.989 2.754
C 3.005 -4.422 2.565
C 4.014 -2.168 2.700
N 1.386 -1.031 4.049
C 1.886 -0.270 5.155
C 0.936 -0.257 2.930
N 0.302 -3.415 3.251
C 0.147 -3.385 1.817
C -0.713 -4.062 4.019
H 3.261 -4.617 1.556
H 2.027 -4.838 2.768
H 3.651 -4.906 3.262
H 3.765 -1.126 2.813
H 4.658 -2.339 1.803
H 4.609 -2.460 3.567
H 2.171 -0.983 5.932
H 2.734 0.351 4.843
H 1.140 0.404 5.563
H 0.005 0.311 3.147
H 1.748 0.373 2.556
H 0.612 -0.887 2.104
H 1.012 -2.960 1.276
H 0.019 -4.409 1.439
H -0.752 -2.829 1.517
H -0.512 -4.103 5.061
H -0.756 -5.082 3.595
H -1.653 -3.580 3.794
O 2.462 3.696 -2.412
P 2.126 3.295 -3.837
N 2.318 4.631 -4.800
C 1.719 4.835 -6.067
C 3.429 5.496 -4.416
N 0.549 2.741 -3.956
C 0.099 1.809 -4.933
C -0.470 3.421 -3.215
N 3.042 2.029 -4.442
C 3.335 0.876 -3.579
C 4.164 2.357 -5.298
H 0.908 4.096 -6.230
H 2.340 4.638 -6.950
H 1.247 5.840 -6.074
H 3.157 6.522 -4.424
H 4.334 5.342 -4.974
H 3.764 5.288 -3.393
H -0.510 1.055 -4.405
H -0.549 2.310 -5.708
H 0.910 1.336 -5.473
H -1.265 3.647 -3.917
H -0.881 2.725 -2.515
H 0.110 4.155 -2.537
H 3.373 -0.070 -4.077
H 4.328 1.108 -3.080
H 2.585 0.743 -2.810
H 4.770 3.046 -4.760
H 3.829 2.864 -6.170
H 4.676 1.417 -5.640
*
```

Entry 2:
# C32H88N8O8

A cluster of 8 separate species, C32H88N8O8 in total at a distorted geometry (wB97M-V/def2-TZVPD, the Open Molecules 2025 dataset).

The max |F| is 0.0649 Eh/bohr. Its SMILES is COC[C@H](C)N.COC[C@H](C)N.COC[C@H](C)N.COC[C@H](C)N.COC[C@H](C)N.COC[C@H](C)N.COC[C@H](C)N.COC[C@H](C)N. The calculation puts the HOMO energy at -8.593 eV. For the HOMO-LUMO gap, the calculation gives 9.137 eV.

Geometry as ORCA input:
```
! RIJCOSX wB97M-V def2-TZVPD def2/J DEFGRID3
* xyz 0 1
C 12.642 -16.667 -10.005
O 11.265 -16.483 -9.689
C 10.348 -17.017 -10.703
C 8.944 -16.438 -10.572
C 8.782 -14.939 -10.541
N 8.198 -17.079 -9.527
H 12.948 -17.706 -10.128
H 13.271 -16.140 -9.287
H 12.849 -16.100 -10.913
H 10.743 -16.752 -11.684
H 10.281 -18.096 -10.566
H 8.305 -16.777 -11.387
H 7.757 -14.629 -10.338
H 8.990 -14.467 -11.501
H 9.339 -14.416 -9.763
H 8.506 -16.715 -8.636
H 8.399 -18.066 -9.459
C 5.136 -18.507 -9.818
O 4.808 -18.900 -11.174
C 6.024 -18.918 -11.963
C 5.719 -18.952 -13.423
C 4.659 -17.951 -13.887
N 5.183 -20.324 -13.704
H 5.894 -19.138 -9.354
H 4.224 -18.596 -9.228
H 5.442 -17.463 -9.754
H 6.509 -17.986 -11.674
H 6.681 -19.748 -11.701
H 6.594 -18.996 -14.070
H 4.886 -16.908 -13.667
H 3.678 -18.140 -13.451
H 4.469 -17.950 -14.961
H 4.754 -20.312 -14.618
H 4.364 -20.636 -13.201
C 9.975 -21.138 -11.297
O 9.208 -21.923 -12.217
C 8.948 -21.258 -13.457
C 8.138 -22.293 -14.363
C 9.000 -23.441 -14.907
N 7.459 -21.557 -15.487
H 9.507 -20.178 -11.082
H 10.921 -21.027 -11.826
H 10.221 -21.549 -10.318
H 8.440 -20.339 -13.164
H 9.919 -20.982 -13.867
H 7.301 -22.635 -13.754
H 9.505 -23.936 -14.078
H 9.663 -23.071 -15.689
H 8.344 -24.152 -15.409
H 6.794 -20.893 -15.118
H 7.020 -22.247 -16.080
C 12.434 -20.329 -8.507
O 11.283 -20.804 -7.738
C 10.320 -19.779 -7.730
C 9.001 -20.376 -7.097
C 7.891 -19.365 -7.141
N 9.264 -20.767 -5.692
H 12.779 -19.359 -8.150
H 12.247 -20.304 -9.581
H 13.316 -20.953 -8.358
H 10.697 -18.869 -7.262
H 10.056 -19.459 -8.738
H 8.731 -21.219 -7.734
H 7.032 -19.576 -6.503
H 7.555 -19.296 -8.176
H 8.217 -18.378 -6.813
H 10.234 -21.045 -5.741
H 9.241 -19.928 -5.131
C 5.292 -24.365 -15.635
O 6.225 -24.700 -16.665
C 5.726 -24.417 -17.998
C 7.021 -24.461 -18.865
C 7.946 -23.253 -18.456
N 6.853 -24.329 -20.320
H 5.120 -23.297 -15.501
H 5.597 -24.796 -14.681
H 4.299 -24.808 -15.714
H 4.974 -25.153 -18.286
H 5.256 -23.436 -17.928
H 7.424 -25.451 -18.653
H 8.763 -23.122 -19.165
H 8.334 -23.385 -17.446
H 7.337 -22.350 -18.487
H 6.110 -24.957 -20.592
H 6.499 -23.426 -20.601
C 8.207 -25.909 -12.107
O 8.660 -27.014 -11.400
C 7.914 -28.224 -11.411
C 8.337 -29.082 -10.192
C 7.527 -30.328 -10.030
N 8.490 -28.317 -9.001
H 8.328 -26.075 -13.177
H 8.814 -25.027 -11.902
H 7.142 -25.755 -11.929
H 6.861 -27.945 -11.450
H 8.163 -28.716 -12.352
H 9.335 -29.480 -10.376
H 8.101 -30.994 -9.386
H 7.265 -30.909 -10.914
H 6.681 -30.141 -9.368
H 7.624 -27.839 -8.797
H 9.211 -27.647 -9.230
C 2.541 -21.237 -15.851
O 3.619 -20.713 -16.552
C 3.440 -20.054 -17.799
C 4.795 -19.738 -18.421
C 5.502 -18.821 -17.395
N 4.630 -19.044 -19.653
H 1.796 -21.792 -16.421
H 2.104 -20.353 -15.386
H 2.895 -21.943 -15.100
H 3.022 -20.714 -18.558
H 2.734 -19.224 -17.762
H 5.401 -20.635 -18.551
H 4.833 -17.982 -17.204
H 6.368 -18.303 -17.806
H 5.717 -19.204 -16.397
H 4.021 -18.264 -19.450
H 5.536 -18.606 -19.729
C 12.890 -18.615 -13.537
O 11.546 -18.241 -13.862
C 11.493 -16.954 -14.537
C 10.038 -16.547 -14.444
C 9.153 -17.503 -15.311
N 9.907 -15.185 -14.940
H 13.389 -17.897 -12.885
H 13.538 -18.692 -14.410
H 12.840 -19.492 -12.892
H 12.048 -16.342 -13.825
H 11.994 -16.909 -15.504
H 9.745 -16.465 -13.397
H 8.110 -17.207 -15.422
H 8.971 -18.461 -14.823
H 9.591 -17.754 -16.278
H 8.967 -14.823 -14.869
H 10.509 -14.564 -14.419
*
```

- Look up the max |F| of the second one.
  0.0649 Eh/bohr

- Look up the max |F| of the second one.
  0.0649 Eh/bohr

- Which of these has the lowest HOMO?
  C32H88N8O8

- What is the formula in the first record?
  C32H88Cl4N12O12P4S2